1.
This record from OMol25 describes a molecular structure, C22H34O17Rb in a non-equilibrium geometry. The level of theory is ωB97M-V/def2-TZVPD.

- ΔE to the lowest compared entry with this formula, charge and spin (kcal/mol) = 205.2
- LUMO level (eV) = 0.47

The geometry in ORCA input format:
```
! wB97M-V def2-TZVPD RIJCOSX def2/J DEFGRID3
* xyz -1 1
Rb 11.05753 -22.75309 24.39276
O 5.84111 -30.69857 32.03353
O -1.06918 -24.35706 21.10949
O 2.83369 -20.00780 15.20243
O 2.31021 -33.34523 22.84265
O 2.91187 -28.34924 11.23129
O 3.28416 -30.45137 11.85803
O -0.38135 -25.36759 22.77918
O 2.04737 -28.99828 13.10889
O 4.75060 -20.89481 14.24376
O 9.04861 -27.57644 20.26408
O 6.13655 -30.90497 29.73770
O 7.23214 -26.39912 22.58623
O -1.98518 -26.38259 21.54399
O 4.68550 -20.71291 16.48453
O 4.09024 -30.94010 30.55213
O 3.00059 -35.22420 23.98208
O 4.33574 -34.06036 22.56749
C 5.42198 -30.90758 30.89217
C 2.31186 -27.09470 14.44042
C 2.96809 -32.32320 22.15451
C 2.81609 -29.33994 12.13546
C 7.84784 -26.97475 20.09895
C 3.79196 -31.35138 29.26571
C -0.82599 -22.09031 21.78259
C 7.09373 -20.89350 13.80098
C 1.89311 -27.57130 13.05221
C 5.98639 -21.45712 14.66627
C 5.13765 -31.08358 28.67981
C -0.19305 -24.08406 23.17568
C 2.63207 -30.45507 28.80466
C 2.82169 -27.14551 11.98050
C 3.96249 -20.50379 15.33867
C 4.33417 -33.45758 20.34082
C 6.04638 -20.97759 16.10156
C 7.02577 -26.18008 21.20667
C -1.23679 -25.44343 21.83807
C 4.33444 -32.92197 21.72796
C 3.21045 -34.32744 23.11453
C -0.21408 -23.40344 21.76590
H 7.89475 -26.33929 19.21460
H 0.74749 -23.91464 23.69987
H 3.79921 -26.75370 12.26163
H 6.52880 -20.01881 16.29156
H 2.39613 -26.31812 11.41267
H 7.45882 -25.18294 21.12747
H 4.86316 -32.83212 19.62174
H 5.97507 -26.04786 20.94850
H -0.91377 -23.73747 23.91631
H 4.67261 -34.49181 20.27834
H 1.85948 -27.72767 15.20383
H -0.25049 -21.23387 22.13390
H 8.06503 -21.07574 14.26083
H 7.09485 -20.99204 12.71544
H -1.68695 -22.22896 22.43650
H 3.29777 -33.60394 20.03662
H 0.74169 -23.51739 21.25439
H 7.10435 -27.68648 19.74009
H 1.83649 -31.01311 28.31096
H 5.03564 -32.13848 22.01529
H 3.39449 -27.06460 14.56330
H 4.97577 -30.16741 28.11188
H 0.94332 -27.20135 12.66601
H 7.15947 -19.80680 13.85465
H 5.49388 -31.98207 28.17590
H -1.24921 -21.70520 20.85485
H 3.80957 -32.43993 29.21229
H 3.11272 -31.45006 22.79076
H 6.13231 -22.52885 14.53133
H 2.89946 -29.48901 28.37650
H 2.41617 -32.04990 21.25518
H 1.91579 -26.08479 14.54676
H 2.11193 -30.15186 29.71329
H 6.50334 -21.70945 16.76765
*
```

And the Löwdin charges, in e, turn out to be:
1. Rb 0.203
2. O 0.114
3. O 0.093
4. O 0.108
5. O 0.069
6. O 0.076
7. O 0.115
8. O 0.105
9. O 0.130
10. O 0.054
11. O -0.269
12. O 0.075
13. O -0.310
14. O 0.120
15. O 0.054
16. O 0.042
17. O 0.071
18. O 0.103
19. C -0.485
20. C -0.007
21. C -0.114
22. C -0.582
23. C -0.479
24. C -0.350
25. C -0.040
26. C -0.044
27. C -0.307
28. C -0.330
29. C -0.085
30. C -0.109
31. C 0.004
32. C -0.130
33. C -0.445
34. C -0.019
35. C -0.090
36. C -0.402
37. C -0.601
38. C -0.281
39. C -0.539
40. C -0.295
41. H 0.058
42. H 0.142
43. H 0.136
44. H 0.138
45. H 0.137
46. H 0.067
47. H 0.096
48. H 0.065
49. H 0.137
50. H 0.095
51. H 0.092
52. H 0.097
53. H 0.090
54. H 0.087
55. H 0.091
56. H 0.088
57. H 0.165
58. H 0.071
59. H 0.083
60. H 0.163
61. H 0.093
62. H 0.133
63. H 0.159
64. H 0.080
65. H 0.138
66. H 0.093
67. H 0.156
68. H 0.135
69. H 0.152
70. H 0.091
71. H 0.131
72. H 0.087
73. H 0.083
74. H 0.141

---

2.
This record from OMol25 describes 3 unconnected molecules or ions with the total composition C22H35Br2N3O9P in a non-equilibrium geometry. The level of theory is ωB97M-V/def2-TZVPD.

- ΔE to the lowest compared entry with this formula, charge and spin (kcal/mol) = 0.0
- LUMO level (eV) = -4.62

The geometry in ORCA input format:
```
! wB97M-V def2-TZVPD RIJCOSX def2/J DEFGRID3
* xyz 1 1
Br -0.68466 2.89387 1.48179
Br 3.79142 1.96267 0.91045
P 1.08581 0.69245 3.24991
O 6.69563 -1.09195 -1.35411
O 0.09777 -0.37547 4.01201
O -3.26538 -0.41325 -1.17479
O -0.38841 -5.58411 1.15733
O 3.59958 0.53569 -2.39596
O 1.39570 0.47414 -3.23314
O -0.05145 -3.70803 0.17268
O 2.62010 0.30960 3.70368
O -3.56413 1.95024 2.72904
N 1.14122 -0.94505 -1.11478
N 1.09189 0.33956 -0.86333
N -0.07731 -5.14683 0.12829
C 1.04343 0.93507 0.32369
C -4.07535 -0.07665 -2.31193
C 1.07294 1.19909 -2.12248
C -4.99529 1.99432 2.81540
C 4.41878 -0.59081 -2.08338
C 1.17142 -1.74999 -0.10082
C 5.82368 -0.04837 -1.74083
C 2.23314 3.17152 0.94912
C 1.19468 -3.23717 -0.36127
C 1.14818 -1.30368 1.26213
C 0.92096 2.44172 0.45207
C -5.51458 0.91704 1.87549
C -3.41852 -0.73192 -3.51739
C -4.39658 -0.11766 1.93522
C 1.38358 -3.06675 3.18315
C 1.19341 -2.23616 2.33845
C 2.14078 3.92682 2.27163
C -2.33935 -1.43853 -1.53913
C 1.08797 0.08347 1.47372
C 2.79444 0.38686 -3.52112
C -2.78439 -1.96892 -2.89251
C -3.16419 0.76489 2.03332
H 3.03515 1.20291 -4.21547
H -0.61765 0.12394 4.42124
H -2.34114 0.28883 2.57483
H -5.60004 1.31280 0.86024
H -4.13916 1.00816 -2.40142
H 2.02289 -3.71879 0.16298
H -6.48792 0.53093 2.17289
H 5.76641 0.71193 -0.95590
H 6.18699 0.47040 -2.63215
H 1.59507 4.86475 2.17123
H 4.55236 -1.27866 -2.91810
H 2.48132 3.91799 0.19688
H -1.34068 -0.99074 -1.60159
H 6.64773 -1.13274 -0.39789
H -5.34277 2.99290 2.55088
H -5.28174 1.79021 3.85166
H 1.21077 -3.43804 -1.43480
H 3.16427 4.17777 2.56568
H 1.65834 2.10396 -1.97498
H -2.64105 -0.07920 -3.92418
H -3.53761 -2.74825 -2.75986
H 0.02380 1.49321 -2.24100
H -4.12472 -0.95496 -4.31459
H -2.80538 1.05514 1.04348
H 3.03939 -0.30576 3.08757
H -4.37058 -0.78484 1.07647
H -2.32668 -2.20857 -0.76478
H -5.08208 -0.47070 -2.14337
H 4.03945 -1.09079 -1.18320
H 0.70186 2.90757 -0.50131
H 1.71498 3.34971 3.08895
H 1.61062 -3.83651 3.88571
H 2.94304 -0.55042 -4.05698
H -4.49774 -0.72410 2.83946
H -1.96352 -2.38487 -3.47546
*
```

And the Löwdin charges, in e, turn out to be:
1. Br 0.903
2. Br 0.821
3. P 0.860
4. O -0.038
5. O -0.250
6. O -0.165
7. O 0.116
8. O -0.131
9. O -0.050
10. O -0.140
11. O -0.262
12. O -0.185
13. N 0.217
14. N 0.021
15. N 0.008
16. C -0.261
17. C -0.189
18. C -0.129
19. C -0.191
20. C -0.171
21. C -0.156
22. C -0.240
23. C -0.673
24. C -0.119
25. C -0.115
26. C -0.613
27. C -0.158
28. C -0.161
29. C -0.162
30. C 0.225
31. C -0.090
32. C -0.184
33. C -0.204
34. C -0.181
35. C -0.192
36. C -0.157
37. C -0.266
38. H 0.147
39. H 0.059
40. H 0.093
41. H 0.114
42. H 0.119
43. H 0.133
44. H 0.116
45. H 0.080
46. H 0.130
47. H 0.083
48. H 0.132
49. H 0.088
50. H 0.092
51. H 0.087
52. H 0.119
53. H 0.120
54. H 0.135
55. H 0.076
56. H 0.140
57. H 0.112
58. H 0.120
59. H 0.160
60. H 0.118
61. H 0.064
62. H 0.042
63. H 0.099
64. H 0.115
65. H 0.123
66. H 0.113
67. H 0.064
68. H 0.023
69. H 0.073
70. H 0.142
71. H 0.118
72. H 0.115